A cluster of 3 separate species, C21H33Cl2N3O9P in total, computed with wB97M-V/def2-TZVPD.

Output
Net charge: +1
Multiplicity: 1
E (hartree): -2922.87380
Molar mass (Da): 573.4
Kohn-Sham gap (Ha): 0.2584

Cartesian coordinates (Å):
C: 1.126 -0.391 3.801
H: 3.428 -2.980 -3.400
P: 1.718 -2.119 1.054
O: 2.636 -2.752 0.054
C: 2.254 -4.721 -3.854
H: -0.867 3.661 4.726
H: 3.009 0.657 3.246
Cl: -1.300 4.934 -1.446
O: -1.891 -0.116 -0.362
C: 1.162 3.515 3.976
C: -4.811 0.011 -2.097
H: 1.693 -4.200 -4.638
H: -0.172 1.534 -2.405
C: -5.587 1.059 -2.860
C: -0.085 3.631 -1.790
C: 2.780 -6.718 -4.741
C: -3.029 -0.113 -0.740
C: 1.426 -5.801 -3.211
C: -0.854 2.283 -1.937
H: -6.646 0.804 -2.911
H: 2.041 -3.213 -2.323
O: -0.077 2.875 1.848
N: 0.162 0.084 2.838
H: 0.234 4.820 2.517
H: 0.214 2.697 5.834
O: 0.888 -1.434 4.349
C: 2.453 0.306 4.151
C: 0.744 0.536 1.619
C: 1.083 3.611 -0.701
H: 0.401 3.829 -2.770
H: 2.356 -2.208 2.317
C: -0.979 -0.847 2.653
H: 1.812 -6.121 -2.239
N: 2.058 0.057 -0.489
H: 3.129 -0.413 4.664
H: -5.572 0.764 -0.196
H: -1.688 -0.365 1.954
H: 2.335 1.596 -1.741
C: -5.263 -0.169 -0.676
H: 0.796 4.349 0.068
O: -3.440 0.408 -1.918
H: -4.820 -0.936 -2.644
C: -0.033 2.918 4.776
O: 3.317 -7.543 -5.403
O: 3.291 -5.481 -4.484
H: -6.063 -0.900 -0.578
H: -0.702 -1.882 2.382
H: 2.322 1.148 4.868
H: -1.665 2.433 -2.688
C: 1.225 2.169 -0.110
N: 1.911 1.305 -0.855
H: 1.503 4.453 4.478
H: -0.416 1.986 4.312
C: 0.604 1.935 1.163
H: -1.338 1.913 -1.002
O: -4.064 -0.629 -0.039
H: -5.201 1.151 -3.876
O: 1.571 -6.881 -4.132
H: 3.495 -4.216 -2.163
H: -1.500 -0.913 3.636
H: 2.062 2.861 3.943
H: 1.692 4.025 1.878
Cl: 2.633 4.189 -1.437
C: 1.494 -0.275 0.646
H: 0.484 -2.815 0.973
C: 2.829 -3.726 -2.874
C: 0.790 3.851 2.504
H: 0.379 -5.520 -3.104
H: -5.480 2.041 -2.393

Here are the Löwdin charges for atoms 1 to 4, given in e: -0.484 0.087 0.818 -0.443

The ion C4H11N4 with charge +1, computed with wB97M-V/def2-TZVPD.

Output
Net charge: +1
Multiplicity: 1
E (hartree): -377.62149
Molar mass (Da): 115.2
Relative energy (zero: lowest compared OMol25 entry of this formula, charge and spin) (kJ/mol): 538.91
Kohn-Sham gap (alpha / beta) (Ha): 0.3076 / 0.3070

Cartesian coordinates (Å):
H: -2.076 0.823 -2.075
H: -3.080 1.433 -0.608
H: 3.560 -0.181 1.008
N: -0.867 0.671 -0.539
H: 2.773 -1.798 1.153
H: -0.571 2.163 0.686
H: 1.634 -0.322 -0.721
C: -0.747 -0.849 -0.701
H: 2.216 -0.593 2.235
C: 2.545 -0.738 1.261
C: -2.014 1.329 -1.149
H: -0.282 -1.121 1.259
H: -0.452 -1.015 -1.764
H: -1.723 2.332 -1.302
N: 1.548 -0.214 0.311
N: -0.101 -1.458 0.321
H: -1.739 -1.418 -0.621
N: 1.012 0.899 0.852
C: -0.109 1.337 0.291

Here are the Löwdin charges for atoms 1 to 4, given in e: 0.078 0.160 0.151 -0.105

The molecule C18H24N2O5, computed with wB97M-V/def2-TZVPD.

Output
Multiplicity: 1
SMILES: COc1cc(C(=O)NC[C@@H](c2ccco2)N(C)C)cc(OC)c1OC
E (hartree): -1185.30721
Molar mass (Da): 348.4
Relative energy (zero: lowest compared OMol25 entry of this formula, charge and spin) (kJ/mol): 2040.76
Kohn-Sham gap (Ha): 0.3179

Cartesian coordinates (Å):
C: -3.442 -2.119 -3.702
N: -2.274 -1.339 -4.264
H: -3.112 -0.989 -6.345
H: 0.739 4.315 0.022
C: -2.452 0.253 -2.231
C: -1.610 -0.679 -3.222
C: 1.848 1.148 2.673
C: 0.965 2.334 1.882
H: 2.758 -0.408 4.984
H: -1.538 0.047 -5.700
H: -4.428 -1.429 -3.435
C: -0.579 -1.792 -2.545
H: -3.930 -2.724 -4.650
H: -0.845 1.200 -1.473
H: -2.988 0.935 -2.568
H: -1.518 -3.799 -2.806
H: 1.884 -2.233 -0.595
H: -3.021 -0.745 -1.716
O: 2.987 1.707 3.399
H: 3.414 2.624 5.017
H: -0.368 4.593 1.421
C: 1.423 -0.022 2.426
C: 1.004 -2.119 -1.279
O: 1.964 -0.961 3.049
H: 2.057 3.591 4.216
H: -0.989 0.115 -3.804
H: 4.065 -0.299 3.507
H: 0.871 -4.388 -1.483
O: -2.231 -1.024 0.518
C: -0.157 1.943 1.144
H: -3.251 -2.512 -2.879
H: -0.503 2.468 0.390
C: -1.427 -0.151 0.107
C: 0.502 -0.432 1.644
C: 0.619 4.497 1.232
H: -3.413 0.449 -5.187
C: -2.637 -0.266 -5.366
C: -0.540 -2.999 -2.523
C: 2.508 2.766 4.316
H: 3.515 -2.011 4.162
O: 0.361 -1.129 -1.784
O: 1.431 3.730 1.823
C: 3.080 -0.836 4.050
N: -1.319 0.533 -1.228
H: 1.841 2.173 5.016
H: 1.166 5.338 1.362
H: 0.115 -1.567 1.800
C: 0.427 -3.466 -1.642
C: -0.216 0.483 0.870

Here are the Löwdin charges for atoms 1 to 4, given in e: -0.099 -0.231 0.139 0.157